Formula: C2HN2O3
Source: the OMol25 dataset
Level of theory: the ωB97M-V functional and the def2-TZVPD basis

Geometry as XYZ:
```
8
Properties=species:S:1:pos:R:3:forces:R:3
O 2.697 1.404 -0.543 -2.1 -2.4 1.0
O 1.311 -0.323 0.108 3.8 -0.9 -0.6
O -2.157 1.079 0.886 2.1 -1.9 -1.9
N -1.629 -0.683 -0.658 0.5 -0.3 -0.6
N 0.488 -1.267 0.528 -2.0 -2.4 1.0
C -1.714 0.219 0.113 -4.2 3.0 2.2
C 1.639 0.823 -0.224 0.5 4.6 -1.4
H -0.633 -1.251 -0.211 1.4 0.3 0.2
```
Positions in Å, forces in eV/Å.

As for the total energy: -11207.5798 eV. Its charge is -1. As for the expectation value of S²: 2.008. Its relative energy (zero: lowest compared OMol25 entry of this formula, charge and spin) is 2.958 eV. Its spin multiplicity is 3. The highest occupied orbital energy (spin up / spin down) comes out at -3.32 / -3.87 eV. The calculation puts the HOMO-LUMO gap (spin up / spin down) at 7.573 / 7.224 eV.